Record 1
The following is a DFT calculation (ωB97M-V/def2-TZVPD) of a structure of composition C18H31GeN3O2Ru.

```
56
C18H31GeN3O2Ru | the OMol25 dataset | ωB97M-V/def2-TZVPD
Ru -0.078 1.959 0.454
N 2.378 2.375 0.175
C 3.123 1.765 1.316
C 2.436 2.127 2.636
C 0.986 1.823 2.398
O 0.646 0.674 1.946
O 0.134 2.769 2.376
H 2.754 2.020 -0.701
H 2.536 3.381 0.172
H 4.158 2.106 1.334
H 3.122 0.685 1.181
H 2.541 3.187 2.863
H 2.837 1.542 3.463
N 1.478 6.873 -3.118
C 0.797 6.424 -2.310
C -0.024 5.800 -1.317
C -0.841 6.526 -0.447
C -1.631 5.831 0.457
C -1.536 4.456 0.519
N -0.707 3.760 -0.290
C 0.012 4.418 -1.212
H -0.847 7.608 -0.488
H -2.306 6.352 1.121
H -2.135 3.893 1.222
H 0.613 3.836 -1.900
C 1.365 -5.288 -1.872
C 0.939 -3.831 -1.778
C 1.328 -3.176 -0.459
C 1.097 -1.670 -0.407
Ge -0.792 -1.086 -0.694
C -1.925 -1.424 0.917
C -2.068 -2.895 1.280
C -2.679 -3.765 0.191
C -2.843 -5.215 0.618
H 1.027 -5.728 -2.809
H 0.954 -5.876 -1.050
H 2.452 -5.383 -1.837
H -0.152 -3.777 -1.888
H 1.361 -3.264 -2.613
H 2.395 -3.349 -0.282
H 0.809 -3.668 0.367
H 1.688 -1.164 -1.179
H 1.377 -1.264 0.568
H -1.394 -1.594 -2.012
H -2.898 -0.975 0.696
H -1.459 -0.864 1.731
H -2.698 -2.954 2.174
H -1.101 -3.306 1.584
H -2.035 -3.730 -0.698
H -3.647 -3.355 -0.114
H -1.900 -5.637 0.971
H -3.201 -5.826 -0.209
H -3.568 -5.306 1.429
C -0.816 0.928 -1.114
H -1.855 1.176 -1.352
H -0.206 1.077 -2.014
```

Calculated values
E_tot = -86812.5023 eV
multiplicity = 5
LUMO level (spin up / spin down) = -8.0 / -10.2 eV
Kohn-Sham gap (spin up / spin down) = 0.27206 / 0.18984 hartree
net charge = +2
M = 495.14 g/mol
ΔE to the lowest compared entry with this formula, charge and spin = 0.00 kcal per mole
<S²> = 6.0216
max |F| = 2.3 eV Å⁻¹

natural (NBO) population analysis, charges in e, atoms 1 to 4:
1 Ru 1.47
2 N -0.83
3 C -0.22
4 C -0.52

Record 2
The following is a DFT calculation (ωB97M-V/def2-TZVPD) of a cluster of 2 separate species, C3H4Cl2N4O3 in total.

```
16
C3H4Cl2N4O3 | the OMol25 dataset | ωB97M-V/def2-TZVPD
C 0.672 -0.565 0.029
C -0.176 0.055 -1.046
C 0.313 -1.517 0.952
N 1.904 -0.055 -0.051
N 0.687 0.846 -1.644
N -1.402 -0.252 -1.479
N 0.057 1.295 2.347
O 0.524 1.652 -2.553
O 1.940 0.833 -1.026
O -0.935 -1.986 0.978
Cl -1.046 1.971 1.308
Cl 1.657 1.491 1.889
H 0.918 -1.719 1.718
H -2.074 -0.701 -0.975
H -1.678 0.395 -2.260
H -1.361 -1.743 1.812
```

Calculated values
E_tot = -40314.0819 eV
LUMO level (spin up / spin down) = -0.7 / -1.5 eV
Kohn-Sham gap (spin up / spin down) = 0.27560 / 0.23737 hartree
M = 215.00 g/mol
ΔE to the lowest compared entry with this formula, charge and spin = 1.00 kcal per mole
max |F| = 5.1 eV Å⁻¹

natural (NBO) population analysis, charges in e, atoms 1 to 4:
1 C -0.02
2 C 0.27
3 C 0.19
4 N -0.08

Record 3
The following is a DFT calculation (ωB97M-V/def2-TZVPD) of the molecule C13H14NP.

```
29
C13H14NP | the OMol25 dataset | ωB97M-V/def2-TZVPD
C 0.867 0.613 2.456
P -0.356 -0.159 1.276
N -1.322 -1.346 1.755
C -1.103 1.261 0.228
C -2.418 1.674 0.293
C -2.802 2.721 -0.478
C -2.009 3.042 -1.572
C -0.833 2.355 -1.825
C -0.264 1.704 -0.764
C 0.731 -1.168 0.115
C 2.129 -1.148 0.200
C 2.876 -2.055 -0.508
C 2.206 -3.092 -1.133
C 0.830 -3.232 -1.202
C 0.071 -2.130 -0.649
H 1.337 1.447 1.941
H 0.335 0.904 3.302
H 1.654 -0.112 2.726
H -2.004 -0.860 2.340
H -3.065 1.403 1.032
H -3.783 3.076 -0.322
H -2.342 3.774 -2.272
H -0.287 2.695 -2.737
H 0.728 1.158 -0.736
H 2.550 -0.283 0.712
H 3.883 -2.302 -0.248
H 2.962 -3.742 -1.510
H 0.410 -4.026 -1.826
H -0.980 -2.171 -0.593
```

Calculated values
E_tot = -24485.0097 eV
LUMO level = 0.7 eV
Kohn-Sham gap = 0.33862 hartree
M = 215.24 g/mol
ΔE to the lowest compared entry with this formula, charge and spin = 0.00 kcal per mole
max |F| = 3.2 eV Å⁻¹
SMILES = CP(=N)(c1ccccc1)c1ccccc1

natural (NBO) population analysis, charges in e, atoms 1 to 4:
1 C -0.97
2 P 1.67
3 N -1.26
4 C -0.34

Record 4
The following is a DFT calculation (ωB97M-V/def2-TZVPD) of a cluster of 8 separate species, C47H40BClO19P in total.

```
109
C47H40BClO19P | the OMol25 dataset | ωB97M-V/def2-TZVPD
C -3.636 -1.481 -0.441
C -4.740 -0.461 -0.715
Cl -6.330 -1.128 -0.141
C -4.522 0.967 -0.179
C -3.583 1.224 0.999
C -3.805 0.363 2.276
O -2.547 -0.194 2.597
B -1.560 0.673 1.956
P 0.095 -0.222 1.449
O 0.840 -1.069 2.410
O -0.105 -1.082 0.080
O 1.035 1.018 0.932
O -2.213 1.114 0.686
H -2.691 -0.975 -0.283
H -3.851 -2.096 0.431
H -3.536 -2.153 -1.297
H -4.875 -0.386 -1.792
H -4.201 1.601 -1.009
H -5.495 1.353 0.136
H -3.783 2.274 1.277
H -4.123 1.019 3.095
H -4.516 -0.451 2.124
H -1.251 1.614 2.696
H -0.668 -0.571 -0.518
H 0.484 1.812 0.882
C 3.791 -2.621 -3.077
C 4.312 -3.797 -2.746
C 4.229 -4.299 -1.352
O 4.707 -5.380 -1.056
C 3.551 -3.449 -0.349
C 3.027 -2.269 -0.680
C 3.105 -1.762 -2.073
O 2.642 -0.692 -2.403
H 3.833 -2.235 -4.088
H 4.809 -4.438 -3.464
H 3.504 -3.843 0.658
H 2.516 -1.646 0.046
C 6.171 -0.672 -7.747
C 5.918 -1.775 -7.049
C 4.606 -2.462 -7.145
O 4.375 -3.469 -6.510
C 3.583 -1.869 -8.044
C 3.836 -0.765 -8.741
C 5.151 -0.081 -8.651
O 5.386 0.919 -9.294
H 7.119 -0.151 -7.695
H 6.644 -2.225 -6.383
H 2.633 -2.385 -8.089
H 3.108 -0.311 -9.401
C -1.634 6.605 -0.867
C -1.271 5.393 -0.464
C -1.448 4.961 0.949
O -1.083 3.866 1.304
C -2.057 5.936 1.894
C -2.402 7.153 1.480
C -2.231 7.578 0.073
O -2.582 8.681 -0.306
H -1.522 6.935 -1.893
H -0.843 4.656 -1.132
H -2.182 5.615 2.919
H -2.842 7.886 2.144
C -0.964 -3.963 4.099
C -1.829 -3.168 3.472
C -3.180 -3.663 3.092
O -3.971 -2.945 2.518
C -3.527 -5.068 3.431
C -2.657 -5.853 4.058
C -1.308 -5.359 4.444
O -0.528 -6.095 5.019
H 0.027 -3.627 4.376
H -1.606 -2.141 3.208
H -4.515 -5.402 3.139
H -2.879 -6.881 4.319
C -4.715 6.811 -3.108
C -5.506 7.562 -3.870
C -6.723 6.999 -4.506
O -7.443 7.683 -5.203
C -7.028 5.567 -4.257
C -6.239 4.815 -3.496
C -5.019 5.377 -2.861
O -4.302 4.691 -2.167
H -3.824 7.201 -2.634
H -5.306 8.608 -4.063
H -7.923 5.183 -4.730
H -6.439 3.769 -3.297
C 5.295 -6.711 1.996
C 5.812 -7.891 2.330
C 5.732 -8.407 3.718
O 6.208 -9.482 4.021
C 5.048 -7.560 4.727
C 4.531 -6.379 4.400
C 4.616 -5.862 3.010
O 4.146 -4.785 2.717
H 5.336 -6.314 0.988
H 6.312 -8.530 1.614
H 4.998 -7.962 5.731
H 4.024 -5.742 5.114
C 3.148 3.632 5.015
C 2.249 4.572 4.744
C 1.077 4.278 3.879
O 0.253 5.132 3.625
C 0.934 2.900 3.352
C 1.831 1.955 3.629
C 3.013 2.250 4.475
O 3.847 1.408 4.733
H 4.016 3.815 5.637
H 2.323 5.583 5.124
H 0.046 2.709 2.761
H 1.729 0.941 3.260
```

Calculated values
E_tot = -110776.4242 eV
LUMO level = -0.5 eV
Kohn-Sham gap = 0.18217 hartree
net charge = -1
M = 986.06 g/mol
ΔE to the lowest compared entry with this formula, charge and spin = 0.00 kcal per mole
max |F| = 0.5 eV Å⁻¹

Löwdin population analysis, charges in e, atoms 1 to 4:
1 C -0.10
2 C -0.67
3 Cl 0.55
4 C -0.17